Below is the molecule C6H10O, with properties calculated with the ωB97M-V functional and the def2-TZVPD basis.

Values from the calculation:
- HOMO: -0.35180 hartree
- SMILES string: C1C[C@H](C2CC2)O1
- ΔE to the lowest compared entry with this formula, charge and spin: 144.18 kJ/mol
- Charge: 0

Each line ends with the natural charge from an NBO analysis.
Positions of all 17 atoms, in Å:
H  1.873  -0.900  -1.707  0.209
H  0.675  0.424  -1.781  0.210
C  0.517  -0.725  0.101  0.118
H  0.869  -1.721  0.418  0.171
H  2.110  1.725  -0.212  0.177
H  -1.186  1.469  -0.356  0.214
C  1.292  -0.186  -1.118  -0.451
C  -0.992  -0.708  0.098  -0.260
H  -1.439  -1.629  -0.272  0.218
H  -2.627  -0.473  1.598  0.212
H  -2.671  0.477  -0.756  0.214
C  2.043  0.641  -0.071  -0.056
H  -1.119  0.522  1.932  0.233
O  1.091  0.292  0.945  -0.539
H  3.042  0.249  0.158  0.165
C  -1.726  -0.010  1.206  -0.409
C  -1.751  0.556  -0.183  -0.427

=====

Below is the molecule C3H6NOP at a distorted geometry, with properties calculated with the ωB97M-V functional and the def2-TZVPD basis.

Values from the calculation:
- HOMO (spin up / spin down): -0.29976 / -0.27593 hartree
- ΔE to the lowest compared entry with this formula, charge and spin: 445.04 kJ/mol
- Charge: 0

Each line ends with the natural charge from an NBO analysis.
Positions of all 12 atoms, in Å:
H  -1.251  -1.299  -1.044  0.183
P  2.620  0.291  0.132  0.392
C  -1.545  0.615  0.343  -0.044
H  2.769  -0.853  0.749  -0.030
N  -0.698  1.555  0.247  -0.418
C  -1.073  -0.899  -0.044  -0.128
H  -1.494  -1.496  0.631  0.182
H  0.839  0.185  -1.452  0.188
H  3.165  -0.183  -1.057  -0.024
O  0.277  -1.004  0.196  -0.449
H  -2.565  0.578  0.510  0.175
C  1.010  -0.112  -0.426  -0.026

=====

Below is a structure of composition C10H12MnN2O6 at a distorted geometry, with properties calculated with the ωB97M-V functional and the def2-TZVPD basis.

Values from the calculation:
- HOMO (spin up / spin down): -0.49461 / -0.61147 hartree
- 2S+1: 6
- ΔE to the lowest compared entry with this formula, charge and spin: 0.00 kJ/mol
- Charge: +2

Each line ends with the Mulliken spin population.
Positions of all 31 atoms, in Å:
O  2.259  1.816  0.028  0.029
O  -0.007  -0.009  2.275  -0.066
C  -0.066  1.554  5.453  -0.004
H  0.856  1.189  5.972  0.025
N  0.060  -1.156  4.112  0.470
H  -1.082  2.329  2.546  0.026
N  -0.053  1.230  4.054  0.445
C  0.125  -1.500  5.505  -0.003
C  1.143  -1.402  -0.411  0.101
C  -1.386  -1.133  -0.246  0.018
H  0.691  2.371  2.423  0.028
O  -1.899  2.263  -0.301  0.070
H  -0.104  2.650  5.591  0.003
H  -0.134  3.308  3.722  0.004
H  -0.676  -2.226  5.782  0.028
H  1.065  -2.293  2.621  0.022
C  0.143  -2.318  3.221  -0.004
H  0.006  -0.602  6.140  0.012
H  1.092  -1.991  5.773  0.035
H  -0.708  -2.349  2.532  0.023
O  1.884  -2.282  -0.248  0.068
C  -1.153  1.382  -0.441  0.101
Mn  -0.007  -0.006  -0.074  3.508
O  0.013  0.013  -4.271  -0.020
H  -0.963  1.127  5.972  0.029
C  -0.148  2.366  3.133  -0.011
O  -2.256  -1.838  0.051  0.029
C  0.010  -0.014  -3.154  0.059
H  0.146  -3.238  3.844  0.004
C  1.379  1.114  -0.257  0.021
C  0.001  0.025  3.446  -0.047

=====

Below is a structure of composition C11H36AgN7O7 at a distorted geometry, with properties calculated with the ωB97M-V functional and the def2-TZVPD basis.

Values from the calculation:
- HOMO: -0.32879 hartree
- Charge: 0

Each line ends with the natural charge from an NBO analysis.
Positions of all 62 atoms, in Å:
H  18.774  -5.118  4.739  0.383
C  18.293  -8.621  3.413  -0.060
C  24.090  -2.592  4.447  -0.632
H  22.211  -5.002  5.157  0.233
H  23.423  -2.402  2.456  0.155
C  22.068  -7.003  -0.235  0.738
H  22.730  -10.493  0.783  0.430
H  21.912  -5.757  11.203  0.197
H  18.684  -8.225  1.391  0.216
O  21.241  -4.844  2.343  -1.258
N  23.395  -11.238  3.700  -0.822
H  22.845  -4.373  2.816  0.451
H  18.512  -9.413  4.129  0.151
H  20.812  -5.759  0.646  0.420
H  19.784  -9.438  2.021  0.230
C  21.405  -6.243  10.370  -0.260
O  22.262  -6.450  9.263  -0.535
H  23.162  -2.762  4.994  0.216
H  17.228  -8.397  3.471  0.171
H  22.293  -4.400  6.922  0.222
N  20.304  -2.440  4.155  -0.844
H  20.075  -6.858  -0.473  0.389
H  21.618  -7.959  8.418  0.174
H  23.337  -6.605  6.903  0.192
H  20.857  -5.137  6.296  0.210
O  22.254  -9.402  2.955  -0.719
H  20.906  -2.945  3.521  0.407
H  24.158  -11.779  3.319  0.400
C  21.571  -6.918  8.100  -0.086
H  20.617  -5.515  10.178  0.174
N  22.986  -11.007  1.614  -0.827
O  18.549  -2.648  5.527  -0.711
H  22.657  -8.237  5.745  0.368
C  18.749  -9.095  2.044  -0.631
H  21.903  -4.168  2.102  0.408
N  21.886  -7.585  5.720  -0.882
H  24.937  -3.016  4.986  0.208
N  20.903  -6.533  0.004  -0.843
Ag  21.511  -6.976  3.283  0.911
H  23.809  -6.732  0.604  0.396
N  22.865  -6.382  0.520  -0.834
H  20.506  -6.738  7.953  0.174
C  24.148  -2.997  3.011  -0.076
H  23.314  -10.976  4.671  0.402
H  20.931  -7.140  10.770  0.163
H  25.183  -2.889  2.689  0.184
H  20.010  -4.641  3.631  0.424
O  23.800  -4.399  2.915  -0.740
C  22.255  -6.574  6.773  -0.070
O  22.305  -7.954  -0.932  -0.715
H  20.308  -1.473  4.447  0.412
H  21.319  -8.345  6.067  0.365
H  22.514  -5.673  1.148  0.410
H  24.258  -1.515  4.464  0.202
O  19.162  -7.573  3.750  -0.748
H  18.888  -7.342  4.641  0.472
C  19.324  -3.107  4.685  0.754
H  23.317  -11.954  1.506  0.382
C  22.809  -10.480  2.816  0.771
N  19.371  -4.390  4.372  -0.860
H  18.106  -9.945  1.815  0.211
C  21.944  -5.142  6.204  -0.623

=====

> Look up the charge of the third one.

+2